[1]
Molecular formula: C40H37AsIrN7OS3Si
Method: DFT, ωB97M-V/def2-TZVPD

Element x y z (Å)
Ir -0.12350 -0.32620 -0.00480
C 1.67820 -1.77560 4.00800
Si -0.04770 -1.29620 3.35250
C -0.78860 -2.74310 2.36610
C -1.25780 -0.91070 4.79500
N 0.14700 0.06250 2.24090
C 0.78100 1.18180 2.61490
C 0.93800 1.55580 3.97370
C 1.61360 2.68800 4.34900
C 2.21220 3.50510 3.39350
C 2.08200 3.18810 2.05440
C 1.35870 2.07600 1.65950
O 1.23950 1.73800 0.33850
C 1.41300 2.69980 -0.64110
C 0.73010 3.91290 -0.59820
C 0.76690 4.75710 -1.69300
C 1.50760 4.41620 -2.81320
C 2.23340 3.23650 -2.82920
C 2.18130 2.37060 -1.75070
H 1.59200 -2.55130 4.76130
H 2.18810 -0.92750 4.45380
H 2.30490 -2.15580 3.20740
H -0.57860 -3.67790 2.87520
H -0.36190 -2.81560 1.36640
H -1.87210 -2.66020 2.27160
H -2.04270 -1.65940 4.83970
H -1.73020 0.06380 4.70760
H -0.74170 -0.94380 5.75090
H 0.49540 0.92620 4.72440
H 1.68820 2.93910 5.39500
H 2.78150 4.37230 3.68590
H 2.55350 3.80230 1.30160
H 0.19080 4.19840 0.29620
H 0.20760 5.67970 -1.67360
H 1.52490 5.07630 -3.66570
H 2.83120 2.97970 -3.69020
H 2.71690 1.43460 -1.76250
C -3.42660 4.11200 -1.56150
C -2.53460 3.21260 -2.31660
N -2.36650 3.19790 -3.59520
N -1.45950 2.23450 -3.85390
C -1.05030 1.61470 -2.72930
S 0.02930 0.36580 -2.60720
N -1.73490 2.25210 -1.72430
N -1.63710 1.90030 -0.38810
H -4.02180 4.68210 -2.26770
H -2.84530 4.80590 -0.95480
H -4.08750 3.55010 -0.90180
H -1.18390 2.02290 -4.80100
H -2.56220 1.70040 0.00220
H -1.19000 2.64110 0.14980
S 2.28250 -1.18930 0.23300
C 2.04810 -2.28510 -1.06800
S 0.41690 -2.61840 -1.46260
C 3.13890 -2.82420 -1.73660
C 4.43870 -2.49110 -1.31610
N 5.48840 -2.19410 -0.95710
C 3.00320 -3.66490 -2.85030
N 2.88470 -4.35250 -3.76220
C -5.03400 -5.18060 -0.17920
C -5.35400 -4.23110 0.77610
C -4.59910 -3.07610 0.88500
C -3.52520 -2.86950 0.02920
C -3.19210 -3.83010 -0.91700
C -3.95360 -4.98070 -1.02330
As -2.55950 -1.16970 -0.00510
C -3.36910 -0.53450 -1.65250
C -3.04440 -0.92030 -2.94070
C -3.72700 -0.37020 -4.01490
C -4.72580 0.56760 -3.80010
C -5.06420 0.95150 -2.51370
C -4.39480 0.39830 -1.42700
C -4.64630 0.69450 -0.01330
C -5.60150 1.57980 0.47680
C -5.72530 1.78130 1.84070
C -4.90670 1.10440 2.73210
C -3.95460 0.21210 2.26150
C -3.82620 -0.00060 0.89760
H -5.62710 -6.07770 -0.25980
H -6.19830 -4.37980 1.43210
H -4.85050 -2.33180 1.63220
H -2.33590 -3.67350 -1.56490
H -3.70970 -5.71880 -1.77140
H -2.25220 -1.64070 -3.10530
H -3.47240 -0.67050 -5.02010
H -5.24820 0.99550 -4.64240
H -5.85380 1.67160 -2.35980
H -6.26070 2.09860 -0.20240
H -6.46850 2.46840 2.21340
H -5.01460 1.26980 3.79310
H -3.31230 -0.32410 2.94950

Results
Orbital gap (spin up / spin down) in eV: 4.21 / 4.79
<S²>: 0.844
HOMO (spin up / spin down) in eV: -9.889 / -9.883
Net charge: +1
Multiplicity: 2
Energy relative to the best compared isomer or geometry (same formula, charge and spin) in kJ/mol: 439.7

=====

[2]
Molecular formula: C2H10NO2
Method: DFT, ωB97M-V/def2-TZVPD

Element x y z (Å)
C 0.13918 -0.19052 1.46584
C 0.12977 -1.39732 2.02414
N -0.64237 0.09584 0.19476
H 0.67424 0.64280 1.91423
H 0.89399 -1.95559 2.56960
H -0.79928 -1.94319 1.97749
H -1.09896 0.96043 -0.10867
H -1.25721 -0.70069 -0.02190
H 0.05782 -0.03589 -0.58330
H 1.37407 2.57380 -1.12351
H 1.03144 2.60017 0.35630
O 0.80878 2.09921 -0.43977
H -1.05322 -0.54320 -3.11907
H 0.18171 -1.44407 -2.68920
O -0.43996 -0.76177 -2.41693

Results
Orbital gap in eV: 11.15
HOMO in eV: -14.507
Net charge: +1
Energy relative to the best compared isomer or geometry (same formula, charge and spin) in kJ/mol: 162.6